The following is a quantum chemistry calculation of C23H43Cl3N3O4PbSi as an isolated structure at a distorted geometry, from the Open Molecules 2025 dataset.

Computed properties:
HOMO-LUMO gap	6.302	eV
E_HOMO	-3.89	eV
molecular weight	767.3	g/mol
total energy	-87908.368	eV

```
! RIJCOSX wB97M-V def2-TZVPD def2/J DEFGRID3
* xyz -1 1
C 3.70162 -2.56954 -0.35540
C 4.14976 -1.14122 -0.43898
H 4.28914 -3.20832 -1.02169
H 2.63841 -2.66550 -0.61757
H 3.82291 -2.95282 0.67002
C 5.22680 -0.71837 -1.11873
C 6.10368 -1.58450 -1.96031
H 5.53929 0.33465 -1.06950
H 5.76717 -2.62999 -2.01030
H 7.13051 -1.57811 -1.56278
H 6.15553 -1.20551 -2.99231
Pb -0.03457 -0.48388 0.04268
Cl 0.86867 -0.64765 2.55129
Cl -0.18548 -2.94817 -1.07791
H -5.84501 0.93510 1.33269
H -5.70124 -1.25176 2.83173
C -5.29957 0.36786 0.57361
C -5.15560 -1.68654 1.98391
N -4.48379 -0.65794 1.21126
H -4.66274 1.03725 -0.00396
C -3.15108 -0.67510 1.08374
O -2.50392 0.13359 0.38339
H -4.38028 -2.36364 2.35335
H -2.64855 -1.47516 1.65058
H -6.04075 -0.10090 -0.07852
H -5.87022 -2.24363 1.36311
H 2.26092 -1.55855 -3.02766
H 3.56480 0.69102 -3.43382
C 1.40687 -1.12676 -3.56011
C 2.68339 0.92084 -4.05092
N 1.47571 0.32246 -3.49970
H 0.48564 -1.50179 -3.10776
C 0.48303 1.07012 -2.97755
O -0.46496 0.61657 -2.31602
H 2.54387 2.00947 -4.09599
H 0.59310 2.15449 -3.19435
H 1.46322 -1.44112 -4.60889
H 2.86279 0.53480 -5.06117
O 2.15327 0.00925 -0.62062
C 3.22301 -0.11360 0.20570
C 3.63844 2.35583 -0.31812
C 3.79650 1.27061 0.55278
H 3.08596 2.19248 -1.24289
C 4.14149 3.60649 0.02524
H 2.94097 -0.57444 1.16997
C 4.41390 1.47268 1.78712
H 3.99284 4.43449 -0.67329
C 4.84327 3.78105 1.22276
C 4.96690 2.70749 2.11100
H 4.43595 0.63016 2.47708
H 5.28393 4.75191 1.44860
H 5.50837 2.84461 3.05000
Si -2.23572 -6.84791 -1.50414
Cl -0.31342 -7.44727 -2.03979
C -2.86810 -5.89299 -2.98403
C -2.02906 -5.87754 0.07767
C -3.24900 -8.40215 -1.19877
H -2.20105 -5.04823 -3.19804
H -3.87704 -5.50528 -2.79799
H -2.90223 -6.53943 -3.87140
H -3.31121 -9.02558 -2.10017
H -4.26911 -8.13497 -0.89310
H -2.79701 -9.00490 -0.40005
H -1.36832 -5.01069 -0.08698
H -1.58595 -6.51664 0.85358
H -2.99978 -5.51616 0.44172
C -0.11606 4.87657 0.48023
N 0.57094 4.04732 1.46256
C 1.25179 4.68501 2.58266
C 0.47086 2.70786 1.37464
O -0.10144 2.14840 0.42102
H -0.01264 5.91289 0.81306
H -1.17890 4.60361 0.43153
H 0.33867 4.75566 -0.51292
H 0.85979 4.29916 3.53620
H 2.33640 4.50031 2.54186
H 1.06675 5.75729 2.52323
H 0.92186 2.15137 2.21523
*
```

Table of Löwdin atomic charges, one value per atom, all in e: C -0.041; C -0.228; H 0.055; H 0.037; H 0.091; C -0.135; C -0.122; H 0.104; H 0.053; H 0.066; H 0.063; Pb 1.000; Cl -0.250; Cl -0.215; H 0.086; H 0.087; C -0.035; C -0.056; N -0.192; H 0.088; C -0.303; O -0.161; H 0.086; H 0.136; H 0.086; H 0.088; H 0.087; H 0.084; C -0.063; C -0.059; N -0.184; H 0.011; C -0.322; O -0.131; H 0.081; H 0.138; H 0.085; H 0.080; O -0.389; C -0.494; C -0.037; C -0.161; H 0.104; C -0.107; H 0.044; C -0.035; H 0.093; C -0.136; C -0.107; H 0.117; H 0.087; H 0.093; Si 0.092; Cl 0.276; C -0.223; C -0.235; C -0.231; H 0.027; H 0.027; H 0.026; H 0.024; H 0.026; H 0.026; H -0.060; H 0.031; H 0.025; C -0.045; N -0.183; C -0.047; C -0.311; O -0.112; H 0.073; H 0.092; H 0.090; H 0.091; H 0.076; H 0.073; H 0.105

The following is a quantum chemistry calculation of C23H43IrN6O6P2SSbSi3 as an isolated structure, from the Open Molecules 2025 dataset.

Computed properties:
HOMO-LUMO gap (alpha / beta)	8.102 / 4.338	eV
E_HOMO (alpha / beta)	-12.90 / -13.03	eV
⟨S²⟩	8.76
molecular weight	991.9	g/mol
total energy	-108185.501	eV

```
! RIJCOSX wB97M-V def2-TZVPD def2/J DEFGRID3
* xyz 2 6
Ir -0.43198 -0.21030 -0.95382
N -3.94918 1.72120 -1.47420
C -2.63090 2.42882 -1.15425
C -2.85166 3.93391 -1.08714
P -2.07708 1.68308 0.44985
O -3.11495 2.33548 1.49885
O -0.66703 2.01479 0.81554
O -2.42753 0.20711 0.37936
P -1.56044 1.91774 -2.61015
O -0.04810 1.99845 -2.03899
O -1.80855 2.80040 -3.74584
O -1.82252 0.40996 -2.60154
H -4.51738 1.55785 -0.64066
H -3.70712 0.80842 -1.89155
H -4.49047 2.26547 -2.15022
H -3.70432 4.19044 -0.45605
H -3.00037 4.33804 -2.08903
H -1.96535 4.41493 -0.67010
H -2.81897 3.18669 1.84881
H 0.41619 2.82216 -2.24614
N 3.52445 -4.41115 -1.85054
C 3.15520 -3.56177 -1.16620
N 2.77741 -2.58645 -0.35766
C 1.76667 -1.97599 -0.06880
N 0.81717 -1.33761 0.31514
C -2.20028 -3.39763 2.52572
Si -0.47174 -3.13679 3.11514
C -0.17649 -3.28062 4.93172
C 0.83595 -4.00273 2.14848
Sb -0.10362 -0.45463 2.60634
Si -1.82097 0.46097 4.68196
C -1.26181 2.21717 4.49819
C -3.43679 -0.03595 3.95474
C -1.45356 -0.24355 6.34256
Si 2.21127 0.68953 3.21484
C 2.39879 0.28562 5.01522
C 2.03240 2.49162 2.85084
C 3.43376 -0.20217 2.15628
H -2.34300 -4.45402 2.28024
H -2.40218 -2.81346 1.62586
H -2.92969 -3.12605 3.28932
H -0.15908 -4.34772 5.17995
H -0.95273 -2.81139 5.53144
H 0.79204 -2.86543 5.21736
H 0.91046 -5.01612 2.55772
H 1.81808 -3.53763 2.24928
H 0.58464 -4.07668 1.09171
H -0.89721 2.45988 3.49778
H -0.46967 2.42511 5.21949
H -2.11054 2.87215 4.72329
H -3.44219 0.02947 2.86603
H -4.21103 0.63710 4.33888
H -3.68623 -1.05296 4.25848
H -0.38674 -0.35922 6.53703
H -1.95313 -1.19686 6.50677
H -1.84498 0.46978 7.07808
H 1.60397 0.71915 5.62470
H 3.34791 0.70052 5.36955
H 2.42760 -0.79214 5.18882
H 1.70303 3.04003 3.73460
H 1.32092 2.66462 2.04131
H 3.00083 2.89523 2.54427
H 3.42125 -1.27891 2.33734
H 4.43654 0.16429 2.39495
H 3.25386 -0.02661 1.09556
S 2.18318 -1.86285 -7.01232
C 1.58556 -1.55083 -5.36819
C 2.26996 -0.71397 -4.49018
C 1.76065 -0.51149 -3.22770
N 0.63878 -1.10752 -2.79565
C -0.01458 -1.91941 -3.63297
C 0.42428 -2.16650 -4.91885
C 2.14252 -0.17602 -7.60761
C 0.96279 0.35978 -8.09969
C 0.97964 1.67442 -8.54531
N 2.06642 2.44414 -8.53198
C 3.19421 1.90558 -8.07573
C 3.28862 0.60274 -7.60379
H 3.18447 -0.22308 -4.79169
H 2.27187 0.13177 -2.52056
H -0.92315 -2.37411 -3.25985
H -0.13623 -2.82473 -5.56758
H 0.05709 -0.23006 -8.13915
H 0.07624 2.12915 -8.93477
H 4.07028 2.54393 -8.09114
H 4.23462 0.20443 -7.26178
*
```

Table of Löwdin atomic charges, one value per atom, all in e: Ir 1.281; N 0.191; C -0.494; C -0.063; P 0.223; O -0.134; O -0.382; O -0.430; P 0.301; O -0.204; O -0.230; O -0.417; H 0.159; H 0.135; H 0.178; H 0.090; H 0.090; H 0.100; H 0.094; H 0.117; N 0.167; C -0.310; N 0.156; C -0.412; N -0.195; C -0.195; Si 0.446; C -0.193; C -0.199; Sb 1.208; Si 0.514; C -0.199; C -0.190; C -0.185; Si 0.382; C -0.208; C -0.198; C -0.211; H 0.056; H 0.034; H 0.031; H 0.061; H 0.011; H 0.038; H 0.064; H 0.035; H 0.039; H 0.003; H 0.046; H 0.060; H 0.012; H 0.062; H 0.037; H 0.035; H 0.035; H 0.063; H 0.018; H 0.057; H 0.032; H 0.039; H 0.009; H 0.052; H 0.034; H 0.059; H 0.028; S 1.027; C -0.483; C -0.039; C -0.133; N -0.087; C -0.120; C -0.043; C -0.524; C -0.072; C -0.126; N 0.075; C -0.129; C -0.087; H 0.117; H 0.112; H 0.117; H 0.119; H 0.109; H 0.112; H 0.112; H 0.108

The following is a quantum chemistry calculation of C23H43N2O2P3Rh as an isolated structure at a distorted geometry, from the Open Molecules 2025 dataset.

Computed properties:
HOMO-LUMO gap (alpha / beta)	4.008 / 3.319	eV
E_HOMO (alpha / beta)	-13.74 / -16.23	eV
⟨S²⟩	6.04
molecular weight	575.4	g/mol
total energy	-62467.699	eV

```
! RIJCOSX wB97M-V def2-TZVPD def2/J DEFGRID3
* xyz 3 5
Rh -0.05044 -0.18550 1.07877
P -0.80486 -0.85830 2.97423
P -2.12472 -1.17692 -0.68342
P 1.11153 1.44063 1.82753
H -2.89289 4.43228 -5.19483
C -1.83461 4.65124 -4.98293
C -0.83236 3.86174 -5.41935
H -1.00847 3.03784 -6.12177
C -2.20576 0.12115 3.60843
C -1.47063 -2.56346 2.86622
C 0.40226 -0.98784 4.34220
C -2.86655 -1.23496 -2.44801
C -1.60323 -2.96206 -0.44000
C -3.74521 -0.88667 0.21238
C 1.86425 2.36345 0.44339
C 2.66139 0.98293 2.71023
C 0.15376 2.68323 2.77274
H -1.62439 5.65732 -4.59037
H 0.21300 4.13774 -5.21051
H -2.53394 -0.32420 4.55515
H -3.02817 0.10370 2.88776
H -1.90570 1.16136 3.77448
H -1.82666 -2.87357 3.86324
H -0.67642 -3.24752 2.55299
H -2.29349 -2.61899 2.15316
H 0.03000 -0.44382 5.21758
H 1.38368 -0.58310 4.07481
H 0.53462 -2.04544 4.59374
H -3.76977 -1.87283 -2.49705
H -2.14842 -1.61215 -3.19687
H -3.17638 -0.22133 -2.75345
H -2.45478 -3.66567 -0.41187
H -1.02821 -3.01812 0.49689
H -0.90837 -3.24666 -1.24472
H -4.59588 -1.19044 -0.42466
H -3.80343 0.20477 0.38056
H -3.77151 -1.39839 1.18761
H 2.85620 2.70549 0.74402
H 1.23607 3.21355 0.16443
H 1.95715 1.67922 -0.40804
H 3.45043 1.65421 2.35111
H 2.95404 -0.04363 2.45166
H 2.56967 1.08971 3.79636
H 0.64642 3.65812 2.66189
H 0.10151 2.41619 3.83841
H -0.86551 2.75144 2.36959
C -0.37736 1.96303 -2.24613
C -1.36016 2.48588 -1.31161
C -1.50896 3.91681 -1.29658
C -0.54320 4.76280 -1.88640
C 0.48877 4.20608 -2.64113
C 0.51531 2.83304 -2.89018
O -0.17241 0.68857 -2.81577
H -0.66725 0.02961 -2.33781
H -1.99386 1.85612 -0.63582
H -2.35137 4.42747 -0.79278
H -0.61019 5.85740 -1.89381
H 1.25919 4.80711 -3.14622
H 1.11183 2.28469 -3.63315
N 4.47179 -5.74714 -0.11515
C 3.90485 -4.89475 -1.03289
O 4.11561 -5.03085 -2.23436
C 3.04507 -3.76608 -0.48712
C 2.87221 -3.50177 0.88125
C 2.02053 -2.47959 1.27390
N 1.38702 -1.69357 0.39056
C 1.63296 -1.85842 -0.91160
C 2.39618 -2.92249 -1.39550
H 5.03827 -6.49977 -0.47757
H 4.12407 -5.86538 0.82094
H 3.39548 -4.09366 1.64207
H 1.85737 -2.29112 2.32208
H 1.19371 -1.14573 -1.60651
H 2.47934 -3.07398 -2.46640
*
```

Table of Löwdin atomic charges, one value per atom, all in e: Rh 0.378; P 0.640; P 0.799; P 0.641; H 0.066; C -0.058; C -0.077; H 0.069; C -0.220; C -0.245; C -0.221; C -0.254; C -0.282; C -0.261; C -0.240; C -0.226; C -0.233; H 0.064; H 0.048; H 0.072; H 0.035; H 0.031; H 0.076; H 0.040; H 0.017; H 0.069; H 0.000; H 0.059; H 0.062; H 0.047; H 0.047; H 0.071; H -0.025; H 0.038; H 0.057; H 0.035; H 0.028; H 0.053; H 0.036; H 0.033; H 0.050; H 0.034; H 0.057; H 0.063; H 0.056; H 0.041; C -0.192; C 0.037; C 0.016; C 0.008; C -0.044; C 0.005; O 0.089; H -0.001; H 0.096; H 0.142; H 0.150; H 0.146; H 0.156; N 0.279; C -0.290; O 0.387; C -0.104; C 0.034; C -0.108; N -0.063; C -0.112; C 0.037; H 0.156; H 0.135; H 0.133; H 0.100; H 0.101; H 0.137

Question: The lowest molecular weight belongs to which entry?
Answer: C23H43N2O2P3Rh

Question: The highest total energy belongs to which entry?
Answer: C23H43N2O2P3Rh

Question: Which of these has the lowest total energy?
Answer: C23H43IrN6O6P2SSbSi3

Question: Look up the total energy of the third one.
Answer: -62467.699 eV